1.
20
Properties=species:S:1:pos:R:3:forces:R:3 method="wB97M-V/def2-TZVPD" homo_ev=-13.106 lumo_energy_ha=-0.1340 charge=+1
C -1.963 0.223 -1.142 0.6 -1.0 0.1
C -0.638 0.792 -0.628 -0.4 0.2 0.0
C -0.191 0.205 0.736 -0.5 1.7 0.6
C 0.769 -0.905 0.682 -0.1 -1.3 0.0
C 0.493 -2.136 1.064 0.0 -0.8 0.6
N 2.145 -0.687 0.145 0.2 1.1 1.0
N -0.601 2.273 -0.557 0.0 -1.1 -0.3
H -2.167 0.424 -2.194 0.4 0.3 -0.1
H -2.823 0.606 -0.597 0.0 -0.4 0.3
H -1.815 -0.881 -1.090 -0.8 0.5 0.2
H 0.080 0.411 -1.349 0.5 0.5 -0.4
H 0.159 1.067 1.333 0.5 -0.3 -0.3
H -1.003 -0.127 1.386 -0.3 -0.2 -0.5
H 1.170 -2.994 1.080 0.1 0.4 -0.3
H -0.463 -2.379 1.514 -0.1 0.3 -0.2
H 2.175 0.122 -0.482 0.0 -0.4 -0.5
H 2.561 -1.539 -0.231 -0.2 0.1 -0.4
H 2.760 -0.398 0.918 -0.1 -0.1 0.0
H -0.958 2.579 -1.459 0.1 0.4 0.1
H -1.315 2.532 0.119 0.0 0.2 0.0

2.
20
Properties=species:S:1:pos:R:3:forces:R:3 method="wB97M-V/def2-TZVPD" homo_ev=-13.871 lumo_energy_ha=-0.1080 charge=+1
C -1.336 1.383 0.361 -0.6 0.6 2.0
C -1.653 -0.082 0.593 -1.5 -2.4 -2.4
C -0.307 0.346 0.415 2.1 1.1 1.1
C 1.491 -1.510 -0.097 0.6 0.6 1.6
C 1.090 -0.056 0.266 1.2 -0.3 -4.9
N -0.295 0.545 -1.936 -0.6 1.8 -1.7
N 0.647 0.260 1.565 -0.7 -3.7 1.6
H -1.555 1.942 -0.527 -0.1 -0.3 -0.2
H -1.506 1.923 1.297 0.4 0.2 -0.3
H -1.919 -0.555 1.551 -0.3 0.7 -0.6
H -1.979 -0.631 -0.340 -0.2 0.5 1.5
H 0.781 -2.273 0.151 -0.8 -0.2 0.6
H 2.365 -1.634 0.558 0.1 -0.6 -0.5
H 1.752 -1.773 -1.121 0.2 0.9 -0.1
H 1.832 0.640 -0.252 -1.3 -0.5 1.2
H -1.032 -0.100 -1.970 -1.3 -1.1 -0.2
H 0.515 -0.012 -1.980 1.2 -0.4 -0.8
H 0.614 -0.550 2.183 -0.3 0.0 0.0
H -0.439 1.127 -2.775 0.6 -0.5 0.4
H 0.934 1.011 2.057 1.4 3.5 1.6

3.
20
Properties=species:S:1:pos:R:3:forces:R:3 method="wB97M-V/def2-TZVPD" homo_ev=-13.519 lumo_energy_ha=-0.3348 charge=+1
N 1.324 0.328 0.384 -0.7 2.1 0.4
C 0.202 -0.341 -0.177 0.1 1.7 1.7
C -0.982 0.613 -0.075 1.7 -0.5 -0.6
C -1.327 1.028 1.336 -1.7 -0.6 -0.8
C -2.588 0.850 1.753 0.3 0.0 0.8
C 0.624 -0.720 -1.627 3.0 4.3 -2.7
N 1.853 -1.376 -1.532 -3.5 -0.5 -0.3
H 1.327 0.393 1.415 -0.3 0.3 -0.8
H 0.273 -1.299 0.239 -1.3 -2.1 0.9
H 2.122 -0.146 0.081 1.8 0.6 -0.3
H 2.619 -1.726 0.563 1.8 -1.6 0.6
H -1.722 0.234 -0.732 -1.5 -0.3 0.1
H -0.583 1.503 -0.583 -0.2 0.0 0.1
H -0.559 1.593 1.822 -0.1 0.5 0.5
H -3.243 0.136 1.252 0.1 0.5 -0.3
H -3.044 1.329 2.638 0.7 -0.4 -0.4
H -0.159 -1.200 -2.144 -1.3 -1.6 0.0
H 0.618 0.337 -2.209 0.6 -2.2 0.8
H 2.011 -1.392 0.603 -0.5 -1.2 1.1
H 2.527 -1.010 -2.169 1.1 1.0 -0.8

4.
20
Properties=species:S:1:pos:R:3:forces:R:3 method="wB97M-V/def2-TZVPD" homo_ev=-14.153 lumo_energy_ha=-0.1093 charge=+1
C 0.901 -2.195 -2.168 -0.2 0.1 -0.1
C 0.285 -1.279 -1.162 0.1 -0.2 -0.1
C -0.909 -1.492 -0.636 0.2 0.1 -0.1
N -1.455 -0.601 0.395 0.3 0.3 0.2
H 0.202 -2.974 -2.461 0.1 -0.1 0.0
H 1.203 -1.641 -3.057 -0.1 0.0 0.0
H 1.808 -2.653 -1.773 0.0 0.0 0.1
H 0.874 -0.415 -0.875 -0.1 0.1 0.2
H -1.550 -2.318 -0.908 0.0 0.0 0.1
H -0.834 0.326 0.549 -0.1 -0.4 -0.4
H -2.399 -0.305 0.159 -0.1 0.0 0.0
H -1.513 -1.091 1.288 -0.1 0.0 0.0
C 1.174 1.486 1.717 -0.2 -0.1 -0.1
C -0.566 2.746 0.787 0.0 -0.4 -0.1
N 0.012 1.619 0.827 0.0 0.4 0.4
H 1.270 0.446 2.025 0.1 0.0 0.0
H 1.085 2.116 2.602 0.0 0.0 0.0
H 2.068 1.769 1.165 0.1 -0.1 0.0
H -1.393 2.884 0.097 -0.1 0.1 0.1
H -0.264 3.572 1.428 0.1 0.1 -0.1

5.
20
Properties=species:S:1:pos:R:3:forces:R:3 method="wB97M-V/def2-TZVPD" homo_ev=-13.241 lumo_energy_ha=-0.1169 charge=+1
C 0.662 0.296 2.432 -0.1 0.0 0.0
C 0.622 0.669 1.146 -0.1 -0.8 0.1
N 1.642 0.097 0.227 -0.6 0.3 0.6
N -0.193 0.673 3.427 0.0 -0.6 -0.1
H 1.453 -0.361 2.783 0.1 0.1 0.0
H -0.232 1.090 0.646 0.1 0.3 0.0
H 2.072 0.851 -0.306 0.2 -0.2 -0.2
H 2.362 -0.362 0.782 0.1 -0.1 -0.2
H 1.189 -0.585 -0.414 0.2 0.2 -0.2
H -1.055 1.107 3.153 -0.2 0.3 -0.1
H -0.359 -0.051 4.118 0.2 0.3 0.1
C -1.681 0.444 -1.794 0.4 0.1 0.6
C -0.960 -0.882 -1.743 -0.1 0.0 -0.1
C 0.181 -1.143 -2.385 0.4 -0.1 0.1
H -1.023 1.276 -1.524 0.1 0.1 -0.4
H -2.058 0.583 -2.804 0.0 0.2 0.0
H -2.518 0.529 -1.102 -0.1 -0.3 0.0
H -1.467 -1.699 -1.242 -0.2 -0.1 -0.3
H 0.524 -2.148 -2.599 0.0 -0.1 0.5
H 0.838 -0.383 -2.801 -0.5 0.2 -0.3

6.
20
Properties=species:S:1:pos:R:3:forces:R:3 method="wB97M-V/def2-TZVPD" homo_ev=-12.045 lumo_energy_ha=-0.1262 charge=+1
C 0.596 0.177 1.431 -1.1 -2.2 0.8
C 1.334 -0.597 0.363 0.4 -0.5 -0.4
C 0.518 -1.143 -0.859 1.3 0.9 -0.3
N -1.212 2.189 -1.422 -0.3 -0.2 -1.2
C -0.393 1.074 -1.716 0.1 0.2 0.0
C -0.557 -0.135 -1.181 -1.1 -1.0 0.7
N -0.506 -0.859 1.982 0.6 1.8 -0.6
H 1.280 0.299 2.270 -0.3 0.6 0.0
H -0.044 1.012 1.163 0.7 0.4 -0.2
H 1.775 -1.510 0.815 0.2 0.7 0.2
H 2.160 0.054 0.070 0.0 -0.1 -0.2
H 1.202 -1.193 -1.714 0.1 -0.1 0.2
H 0.337 -2.204 -0.606 -1.0 0.6 -0.5
H -0.953 2.951 -2.040 0.0 0.1 0.2
H -2.192 2.015 -1.635 0.0 -0.1 0.4
H 0.420 1.327 -2.397 0.4 -0.3 0.6
H -1.528 -0.350 -0.701 0.2 0.4 0.0
H -1.230 -0.867 1.263 0.1 -0.6 -0.2
H -0.979 -0.494 2.808 0.3 -0.3 0.4
H -0.028 -1.746 2.108 -0.5 -0.3 0.2

7.
20
Properties=species:S:1:pos:R:3:forces:R:3 method="wB97M-V/def2-TZVPD" homo_ev=-12.710 lumo_energy_ha=-0.1295 charge=+1
N 1.796 1.024 0.208 1.6 -3.9 2.3
C 0.574 0.084 0.045 -0.6 -0.2 -2.7
C -0.318 0.904 -0.927 -1.2 1.9 2.2
C -1.720 0.443 -1.239 1.1 -4.6 -0.2
C -1.800 -0.853 -1.780 -0.4 3.4 0.3
C -0.072 -0.261 1.380 0.2 -3.1 -2.0
N 0.839 -1.350 1.797 0.8 0.6 1.2
H 2.534 0.440 0.854 -2.1 1.8 -1.8
H 2.249 1.136 -0.718 -0.5 0.8 0.8
H 1.434 1.808 0.748 0.7 0.7 -0.6
H 1.031 -0.858 -0.412 -1.0 1.3 0.5
H -0.411 1.909 -0.371 0.2 -0.9 -1.2
H 0.159 1.009 -1.839 1.5 0.6 -1.8
H -2.532 0.935 -0.755 -0.5 -0.1 0.5
H -1.071 -1.109 -2.579 -0.2 -0.5 1.3
H -2.679 -1.469 -1.583 0.1 0.3 -0.8
H -1.143 -0.689 1.171 1.8 1.5 0.7
H 0.088 0.602 1.996 -0.9 0.3 0.9
H 0.588 -2.315 1.975 -0.8 0.4 -0.2
H 1.334 -1.027 2.602 0.3 -0.3 0.7

8.
20
Properties=species:S:1:pos:R:3:forces:R:3 method="wB97M-V/def2-TZVPD" homo_ev="-9.758 / -14.307" lumo_energy_ha="-0.1161 / -0.2895" multiplicity=3 charge=+1
C 1.179 -1.796 1.216 0.0 -0.8 1.6
C 1.263 -0.157 -0.457 -1.3 0.8 -3.9
C -1.805 0.340 -0.277 -0.3 -0.1 -2.4
C 1.866 0.886 -1.236 3.2 1.4 0.6
C -3.146 0.785 0.069 -0.2 1.8 -1.7
N 1.730 -0.608 0.721 -0.8 -1.1 2.1
N -0.701 0.735 0.124 0.5 0.9 2.8
H 1.305 -1.898 2.316 0.1 0.1 -0.7
H 0.128 -1.782 0.993 -0.5 -0.4 -0.2
H 0.556 -0.752 -0.995 0.0 -1.0 0.2
H -1.794 -0.302 -1.173 0.2 -0.2 0.3
H 1.266 1.492 -1.884 -0.9 -0.1 -0.3
H 2.663 0.436 -1.897 -0.3 0.8 0.5
H 2.332 1.662 -0.534 -0.1 -0.9 -1.0
H -3.595 1.349 -0.821 0.9 -0.6 1.0
H -3.187 1.425 0.917 -0.3 0.1 0.9
H -3.700 -0.096 0.048 -1.5 -1.4 0.8
H 2.573 -0.330 1.130 1.7 0.8 0.3
H -0.610 1.261 1.014 -0.1 -0.1 -0.9
H 1.678 -2.649 0.725 -0.2 -0.1 0.0